# 1
{"formula": "C29H25Cl3F6N8O8S2Tl", "method": "ωB97M-V with the def2-TZVPD basis set", "species": ["Tl", "O", "C", "N", "C", "C", "C", "C", "C", "C", "N", "C", "O", "C", "C", "C", "C", "C", "N", "C", "C", "C", "C", "C", "N", "H", "H", "H", "H", "H", "H", "H", "H", "H", "H", "H", "H", "F", "C", "F", "F", "S", "O", "O", "N", "S", "O", "O", "C", "F", "F", "F", "Cl", "C", "Cl", "Cl", "C", "O", "O", "C", "C", "N", "C", "N", "C", "C", "C", "N", "C", "H", "H", "H", "H", "H", "H", "H", "H", "H", "H", "H", "H", "H"], "coordinates": [[0.743, -0.613, 0.203], [3.402, 2.254, 3.587], [2.467, 1.847, 2.935], [2.585, 1.670, 1.558], [2.457, 2.597, 0.708], [1.990, 3.954, 1.037], [1.822, 4.865, 0.078], [2.085, 4.556, -1.329], [2.527, 3.360, -1.722], [2.796, 2.301, -0.738], [3.280, 1.159, -1.014], [3.920, 0.859, -2.217], [4.788, 1.579, -2.667], [3.571, -0.454, -2.856], [4.386, -0.897, -3.888], [4.075, -2.103, -4.496], [2.971, -2.802, -4.050], [2.216, -2.272, -3.009], [2.499, -1.118, -2.417], [1.148, 1.478, 3.543], [1.020, 1.593, 4.919], [-0.218, 1.326, 5.479], [-1.256, 0.959, 4.644], [-1.021, 0.866, 3.279], [0.156, 1.129, 2.729], [1.774, 4.172, 2.074], [1.460, 5.854, 0.330], [1.911, 5.332, -2.065], [2.724, 3.142, -2.761], [5.239, -0.303, -4.180], [4.688, -2.488, -5.301], [2.682, -3.749, -4.486], [1.353, -2.799, -2.626], [1.877, 1.880, 5.509], [-0.365, 1.396, 6.549], [-2.234, 0.721, 5.038], [-1.801, 0.554, 2.593], [-2.525, -3.855, -3.803], [-1.379, -4.319, -3.296], [-1.421, -5.648, -3.315], [-0.385, -3.924, -4.106], [-1.165, -3.643, -1.595], [-0.797, -2.263, -1.810], [-2.413, -3.924, -0.957], [0.040, -4.555, -1.198], [1.072, -4.533, -0.022], [1.793, -3.291, 0.123], [0.653, -5.198, 1.173], [2.320, -5.683, -0.794], [2.973, -6.319, 0.179], [1.774, -6.597, -1.594], [3.213, -4.993, -1.512], [-2.412, -4.618, 2.428], [-1.425, -3.467, 3.313], [-2.550, -2.358, 4.198], [-0.432, -4.322, 4.505], [-0.528, -2.546, 2.377], [0.409, -1.980, 2.940], [-0.912, -2.474, 1.199], [-2.589, 4.293, -0.917], [-1.297, 4.054, -0.160], [-1.230, 2.670, 0.276], [-2.230, 1.736, 0.050], [-1.914, 0.501, -0.042], [-2.979, -0.489, -0.174], [-4.291, -0.008, 0.424], [-4.634, 1.348, -0.164], [-3.510, 2.251, 0.022], [-3.729, 3.677, -0.124], [-2.541, 3.814, -1.898], [-2.749, 5.363, -1.062], [-1.260, 4.723, 0.708], [-0.433, 4.287, -0.789], [-0.323, 2.234, 0.336], [-2.642, -1.413, 0.294], [-3.121, -0.722, -1.235], [-4.195, 0.084, 1.510], [-5.090, -0.721, 0.217], [-5.502, 1.786, 0.334], [-4.879, 1.245, -1.230], [-3.803, 4.169, 0.855], [-4.682, 3.821, -0.637]], "mulliken_charge": [1.34, -0.67, -0.44, 0.00, 0.69, -0.23, -0.82, -0.65, -0.65, 0.88, -0.08, -0.10, -0.63, 0.18, -0.51, -0.51, -0.83, 0.05, 0.10, 0.70, -0.73, -0.53, -0.83, -0.29, 0.54, 0.45, 0.34, 0.40, 0.49, 0.48, 0.40, 0.48, 0.55, 0.52, 0.41, 0.49, 0.35, -0.22, 0.34, -0.24, -0.22, 0.96, -0.55, -0.74, -0.30, 0.90, -0.59, -0.57, 0.35, -0.23, -0.23, -0.20, -0.14, 0.69, -0.22, -0.18, -0.12, -0.64, -0.25, -0.85, 0.00, 0.45, -0.21, 0.14, -0.33, -0.76, -0.72, 0.27, -0.87, 0.33, 0.46, 0.33, -0.20, -0.43, -0.24, 0.45, 0.26, 0.41, 0.52, 0.29, 0.23, 0.51], "fmax_ev_per_a": 0.6, "gap_ev": 6.00, "total_energy_ev": -139018.4010, "total_charge": -1, "multiplicity": 1, "lumo_ev": 0.22}

# 2
{"formula": "ClIO2P", "method": "ωB97M-V with the def2-TZVPD basis set", "species": ["O", "O", "P", "Cl", "I"], "coordinates": [[-1.775, 1.204, 1.140], [-0.238, 0.149, -1.541], [-0.002, 0.083, -0.100], [-0.387, -1.823, 0.543], [2.402, 0.387, -0.042]], "mulliken_charge": [-0.61, -0.50, 0.55, -0.25, -0.19], "fmax_ev_per_a": 3.6, "gap_ev": [7.27, 7.08], "total_energy_ev": -34006.7627, "total_charge": -1, "multiplicity": 1, "lumo_ev": [2.20, 3.03]}

# 3
{"formula": "C28H62N5O5", "method": "ωB97M-V with the def2-TZVPD basis set", "species": ["N", "O", "O", "O", "C", "C", "O", "N", "H", "H", "C", "H", "H", "H", "H", "H", "H", "C", "C", "C", "C", "C", "C", "N", "O", "C", "C", "C", "H", "H", "H", "H", "H", "H", "H", "H", "H", "H", "H", "H", "H", "H", "H", "H", "H", "H", "C", "C", "C", "N", "C", "C", "C", "C", "C", "H", "H", "H", "H", "H", "H", "H", "H", "H", "H", "H", "H", "H", "H", "H", "H", "H", "H", "C", "C", "C", "N", "C", "C", "C", "C", "C", "H", "H", "H", "H", "H", "H", "H", "H", "H", "H", "H", "H", "H", "H", "H", "H", "H", "H"], "coordinates": [[7.824, -5.975, -15.072], [7.696, -7.019, -14.380], [7.990, -6.051, -16.280], [7.659, -4.928, -14.433], [11.158, -12.446, -11.965], [10.337, -11.182, -11.953], [9.913, -10.639, -10.989], [10.265, -10.465, -13.281], [11.217, -10.225, -13.555], [9.966, -11.167, -13.959], [9.277, -9.334, -13.492], [12.072, -12.451, -12.562], [10.572, -13.271, -12.384], [11.466, -12.828, -10.994], [9.383, -8.931, -14.495], [9.513, -8.579, -12.745], [8.263, -9.696, -13.343], [3.892, -6.631, -14.746], [4.105, -6.968, -13.264], [4.766, -8.355, -13.282], [5.414, -8.833, -11.983], [6.404, -7.750, -11.464], [5.852, -6.303, -11.382], [5.143, -6.010, -12.708], [5.056, -4.855, -13.059], [7.024, -5.323, -11.126], [4.774, -6.243, -10.277], [2.778, -7.018, -12.499], [3.123, -5.863, -14.855], [3.449, -7.456, -15.306], [4.768, -6.346, -15.328], [5.464, -8.460, -14.118], [4.105, -9.180, -13.559], [6.008, -9.715, -12.226], [4.676, -9.091, -11.225], [7.236, -7.719, -12.171], [6.892, -7.977, -10.516], [7.830, -5.322, -11.854], [7.400, -5.546, -10.125], [6.632, -4.319, -10.959], [5.269, -6.172, -9.306], [4.217, -7.172, -10.189], [4.136, -5.361, -10.306], [2.765, -7.752, -11.692], [2.040, -7.466, -13.163], [2.608, -6.033, -12.070], [12.489, -9.644, -18.171], [12.712, -8.589, -17.071], [11.965, -7.262, -17.303], [12.046, -6.218, -16.203], [13.510, -5.964, -15.991], [11.355, -6.713, -14.950], [11.241, -5.529, -13.994], [11.128, -4.346, -14.977], [11.336, -4.867, -16.396], [12.835, -10.614, -17.810], [13.003, -9.448, -19.110], [11.429, -9.828, -18.345], [13.793, -8.480, -16.995], [12.307, -9.059, -16.172], [10.903, -7.500, -17.388], [12.329, -6.762, -18.200], [13.950, -5.723, -16.955], [13.931, -6.882, -15.588], [13.576, -5.175, -15.245], [11.864, -7.572, -14.508], [10.419, -7.141, -15.312], [12.037, -5.402, -13.265], [10.302, -5.578, -13.442], [11.846, -3.566, -14.718], [10.173, -3.829, -14.894], [11.872, -4.178, -17.046], [10.346, -4.984, -16.840], [9.868, -11.266, -20.480], [9.142, -11.005, -19.173], [8.303, -9.745, -19.288], [7.212, -9.655, -18.199], [7.810, -9.475, -16.794], [6.349, -8.456, -18.568], [5.071, -8.578, -17.717], [4.880, -10.103, -17.735], [6.149, -10.741, -18.258], [9.177, -11.692, -21.211], [10.620, -12.057, -20.510], [10.387, -10.381, -20.849], [9.891, -11.028, -18.378], [8.518, -11.864, -18.916], [7.726, -9.679, -20.211], [8.853, -8.803, -19.296], [8.589, -8.717, -16.868], [8.278, -10.415, -16.509], [7.035, -9.078, -16.144], [6.847, -7.514, -18.335], [6.003, -8.466, -19.600], [5.268, -8.218, -16.706], [4.318, -7.893, -18.102], [4.639, -10.556, -16.772], [3.983, -10.299, -18.324], [6.435, -11.661, -17.753], [5.988, -11.032, -19.297]], "mulliken_charge": [0.75, -0.14, -0.63, -0.67, -1.24, 0.61, -0.34, 0.09, 0.41, 0.46, -0.42, 0.37, 0.37, 0.36, -0.45, 0.51, 0.25, -1.77, 1.62, -0.38, -1.22, -0.61, 1.38, 1.02, -0.34, -1.62, -1.57, -1.56, 0.51, 0.46, 0.27, -0.61, 0.73, 0.56, 0.44, -0.39, 0.62, 0.09, 0.50, 0.50, 0.47, 0.32, 0.36, 0.33, 0.46, 0.37, -1.19, 0.15, -0.49, 0.25, -0.97, 0.58, -0.17, -0.77, -0.50, 0.45, 0.46, -0.16, 0.35, -0.01, -0.05, 0.57, 0.31, 0.38, 0.45, 0.40, -0.89, 0.48, -0.25, 0.39, 0.37, 0.47, 0.24, -1.71, -0.27, -0.73, 0.68, -1.01, -1.06, 0.40, -0.97, -0.65, 0.45, 0.41, 0.35, 0.26, 0.36, 0.45, 0.60, 0.39, 0.35, -0.01, 0.55, 0.53, -0.74, 0.67, 0.35, 0.39, 0.46, 0.40], "fmax_ev_per_a": 4.0, "gap_ev": 6.96, "total_energy_ev": -47698.0230, "total_charge": 3, "multiplicity": 1, "lumo_ev": -8.96}